(1)
The following is a quantum chemistry calculation of a molecular structure, C28H45ClN4SW in a non-equilibrium geometry, from the Open Molecules 2025 dataset.

The LUMO energy (spin up / spin down) comes out at 4.2 / 4.1 eV. The value obtained for the gap between HOMO and LUMO (spin up / spin down) is 1.32 / 3.43 eV.

ORCA input file:
```
! wB97M-V def2-TZVPD RIJCOSX def2/J DEFGRID3
* xyz -2 3
W 0.002 -0.576 -0.319
Cl -1.058 1.369 -0.780
C -1.281 -4.656 -0.994
C -0.719 -2.471 -0.865
N -1.470 -3.485 -0.310
H -0.038 -5.034 -2.769
N -0.045 -3.092 -1.893
H -1.833 -5.548 -0.779
C -2.505 -3.303 0.719
C -3.254 -4.618 0.922
C -1.865 -2.888 2.027
H -2.606 -5.423 1.303
H -4.042 -4.431 1.664
H -3.740 -4.957 -0.006
H -4.311 -2.180 0.914
H -3.878 -2.584 -0.763
H -1.419 -1.890 1.984
C -3.481 -2.260 0.205
H -1.081 -3.602 2.295
H -2.627 -2.895 2.819
H -3.032 -1.270 0.076
C -0.400 -4.396 -1.991
C 2.018 -3.262 -3.164
H 1.785 -4.189 -3.706
H 2.728 -2.714 -3.792
C 0.773 -2.409 -2.898
H 1.895 -0.511 -2.685
C -0.054 -2.259 -4.178
H -0.952 -1.664 -3.997
H 2.543 -3.531 -2.237
H 1.499 -1.332 -1.150
H -0.368 -3.225 -4.590
H 0.526 -1.742 -4.947
C 1.075 -1.070 -2.223
H 0.140 -0.419 -2.300
C 0.131 5.725 1.194
N -0.048 4.368 1.320
H 1.161 6.814 -0.415
N 1.018 4.681 -0.506
H -0.205 6.396 1.941
C -0.883 3.811 2.407
C -0.836 4.765 3.595
C -2.314 3.695 1.899
H -1.321 5.724 3.367
H -1.382 4.335 4.444
H 0.189 4.965 3.929
H -0.980 1.903 3.413
H 0.664 2.519 3.143
H -2.347 3.128 0.962
C -0.334 2.438 2.706
H -2.745 4.691 1.737
H -2.940 3.169 2.633
H -0.286 1.865 1.774
C 0.798 5.918 0.041
C 0.480 4.532 -2.883
H -0.021 5.509 -2.922
H 0.892 4.320 -3.878
C 1.605 4.554 -1.854
H 2.736 3.069 -2.911
C 2.488 5.770 -2.111
H 3.258 5.899 -1.342
H -0.257 3.756 -2.642
H 1.729 2.423 -1.579
H 1.906 6.698 -2.174
H 2.997 5.654 -3.074
C 2.374 3.255 -1.890
H 3.244 3.331 -1.228
C 0.476 3.695 0.262
S 1.718 -0.861 1.132
C 1.735 -2.528 1.855
C 1.467 -2.650 3.231
C 1.385 -3.913 3.807
C 1.577 -5.059 3.031
C 1.888 -4.934 1.675
C 1.917 -3.674 1.074
H 1.304 -1.751 3.821
H 1.167 -4.014 4.870
H 1.466 -6.051 3.474
H 2.118 -5.827 1.082
H 2.089 -3.597 -0.001
*
```


(2)
The following is a quantum chemistry calculation of 3 unconnected molecules or ions with the total composition C5H14N2 in a non-equilibrium geometry, from the Open Molecules 2025 dataset.

The LUMO energy comes out at 1.0 eV. The value obtained for the gap between HOMO and LUMO is 6.74 eV.

ORCA input file:
```
! wB97M-V def2-TZVPD RIJCOSX def2/J DEFGRID3
* xyz 0 1
C 0.203 0.595 0.734
C -1.790 0.147 1.633
C -0.177 -0.510 -0.020
C 1.612 -0.515 -1.253
C 1.696 -1.932 -1.763
N 0.148 1.893 0.280
N -2.576 1.325 1.518
H 0.902 0.440 1.550
H 0.963 2.461 0.449
H -0.280 2.034 -0.623
H -2.053 2.156 1.774
H -2.944 1.451 0.583
H -2.365 -0.727 1.332
H -1.403 0.002 2.639
H -0.886 -0.382 -0.829
H -0.048 -1.491 0.413
H 1.368 0.217 -2.026
H 2.498 -0.196 -0.703
H 2.480 -2.091 -2.518
H 0.753 -2.247 -2.223
H 1.901 -2.632 -0.946
*
```


(3)
The following is a quantum chemistry calculation of 2 unconnected molecules or ions with the total composition C19H33FNO3P in a non-equilibrium geometry, from the Open Molecules 2025 dataset.

As for the SMILES: CCC[C@@H](C)[PH](N)(CCF)Cc1cccc(C)c1.C[C@@H]1COC(=O)O1. The LUMO energy comes out at 0.5 eV. The value obtained for the gap between HOMO and LUMO is 8.43 eV.

ORCA input file:
```
! wB97M-V def2-TZVPD RIJCOSX def2/J DEFGRID3
* xyz 0 1
C -2.760 2.528 2.771
C -2.226 2.709 1.331
C -2.205 1.317 0.628
C -0.807 0.950 0.104
C 0.286 1.006 1.213
P -0.759 -0.704 -0.877
N -0.815 -2.132 -1.962
C 1.052 -0.402 -1.315
C 2.070 -1.255 -0.534
F 2.661 -2.180 -1.399
C -1.390 -1.673 0.586
C -1.311 -3.184 0.515
C -2.239 -3.992 -0.100
C -2.107 -5.348 -0.108
C -1.049 -5.953 0.536
C -0.125 -5.166 1.164
C 1.053 -5.749 1.923
C -0.254 -3.794 1.144
H -2.051 1.942 3.365
H -2.981 3.478 3.261
H -3.665 1.912 2.724
H -1.219 3.122 1.427
H -2.924 3.345 0.784
H -2.614 0.599 1.344
H -2.878 1.319 -0.239
H -0.535 1.742 -0.609
H -0.084 1.463 2.134
H 1.115 1.618 0.852
H 0.662 0.014 1.484
H -1.743 -0.117 -1.737
H -0.966 -1.815 -2.916
H 0.051 -2.667 -1.981
H 1.167 -0.686 -2.362
H 1.339 0.651 -1.279
H 2.888 -0.598 -0.225
H 1.669 -1.752 0.349
H -2.448 -1.414 0.684
H -0.910 -1.377 1.519
H -3.084 -3.534 -0.606
H -2.842 -5.953 -0.630
H -0.956 -7.034 0.555
H 0.879 -5.538 2.984
H 1.050 -6.839 1.847
H 2.003 -5.332 1.591
H 0.490 -3.203 1.673
C 3.177 3.488 -2.557
C 2.043 4.355 -2.068
C 2.451 5.750 -1.661
O 1.463 6.081 -0.680
C 1.036 4.916 -0.128
O 0.359 4.833 0.843
O 1.492 3.850 -0.842
H 2.805 2.509 -2.861
H 3.680 3.948 -3.409
H 3.905 3.318 -1.762
H 1.241 4.381 -2.812
H 2.423 6.457 -2.487
H 3.437 5.787 -1.190
*
```


(4)
The following is a quantum chemistry calculation of a molecular structure, C31H36BN3O4ReS3SbSi in a non-equilibrium geometry, from the Open Molecules 2025 dataset.

The LUMO energy (spin up / spin down) comes out at -1.4 / -1.8 eV. The value obtained for the gap between HOMO and LUMO (spin up / spin down) is 5.94 / 5.93 eV.

ORCA input file:
```
! wB97M-V def2-TZVPD RIJCOSX def2/J DEFGRID3
* xyz 0 3
Re -1.415 -0.647 0.000
S -2.126 -3.539 -2.588
Sb -1.373 -3.994 -0.555
S -2.181 -1.908 1.690
S -3.351 -3.483 0.828
C -3.316 3.113 -2.027
Si -3.204 2.183 -0.437
C -3.243 3.412 0.942
C -4.635 -0.472 -0.227
N -1.698 1.256 -0.461
C -0.607 1.902 -1.125
C -0.350 3.272 -1.062
C 0.614 3.867 -1.862
C 1.357 3.097 -2.750
C 1.158 1.724 -2.778
C 0.215 1.164 -1.942
O 0.042 -0.230 -1.868
C 1.251 -0.953 -1.941
C 2.388 -0.555 -1.275
C 3.515 -1.365 -1.363
C 3.487 -2.543 -2.106
C 2.323 -2.904 -2.771
C 1.193 -2.095 -2.697
H -4.351 3.352 -2.283
H -2.887 2.532 -2.849
H -2.768 4.056 -1.952
H -4.262 3.498 1.341
H -2.933 4.408 0.609
H -2.587 3.104 1.767
H -5.597 -0.893 -0.521
H -4.380 -0.882 0.740
H -3.515 -1.913 -1.140
H -0.923 3.883 -0.366
H 0.780 4.936 -1.789
H 2.098 3.553 -3.397
H 1.751 1.088 -3.425
H 2.398 0.356 -0.686
H 4.416 -1.080 -0.830
H 4.367 -3.173 -2.164
H 2.285 -3.815 -3.358
H 0.273 -2.353 -3.203
N -8.120 1.833 -2.879
C -6.854 1.654 -3.344
O -6.536 1.926 -4.487
C -5.832 1.123 -2.366
C -4.778 0.303 -3.011
C -3.832 -0.506 -2.515
N -3.599 -0.896 -1.170
C -4.752 1.065 -0.138
C -5.818 1.534 -1.097
H -8.808 2.179 -3.524
H -8.405 1.477 -1.986
H -4.757 0.414 -4.088
H -3.144 -0.974 -3.205
H -5.050 1.302 0.885
H -6.572 2.240 -0.755
C 5.448 0.206 4.834
C 5.583 -1.168 4.182
C 5.773 -2.216 5.290
C 6.829 -1.164 3.287
C 4.353 -1.516 3.332
C 4.247 -2.793 2.768
C 3.170 -3.174 1.963
C 2.200 -2.228 1.738
O 1.061 -2.305 0.957
B 0.432 -1.012 1.046
O 1.216 -0.211 1.905
C 2.290 -0.978 2.287
C 3.339 -0.581 3.080
H 6.324 0.398 5.460
H 4.560 0.268 5.471
H 5.392 1.011 4.093
H 6.572 -1.902 5.969
H 6.049 -3.193 4.883
H 4.857 -2.342 5.876
H 7.723 -0.926 3.875
H 6.734 -0.417 2.490
H 6.980 -2.141 2.817
H 5.034 -3.517 2.957
H 3.117 -4.161 1.517
H 3.363 0.425 3.483
*
```


(5)
The following is a quantum chemistry calculation of 4 unconnected molecules or ions with the total composition C28H59ClNO3S in a non-equilibrium geometry, from the Open Molecules 2025 dataset.

The LUMO energy comes out at -3.6 eV. The value obtained for the gap between HOMO and LUMO is 9.02 eV.

ORCA input file:
```
! wB97M-V def2-TZVPD RIJCOSX def2/J DEFGRID3
* xyz 1 1
C -0.608 2.958 -1.398
C -0.259 1.999 -2.395
C -0.104 0.609 -3.313
C -1.530 0.402 -4.098
O -1.984 -0.992 -4.210
C -1.955 -1.702 -2.923
C -3.428 -2.069 -2.297
C -4.699 -1.494 -3.188
C -4.893 0.132 -2.902
C -6.162 0.479 -1.912
S -7.189 1.955 -2.436
O -7.386 2.862 -1.162
O -8.618 1.442 -2.837
Cl -6.316 3.174 -3.887
C -1.080 -0.976 -1.743
N 0.243 -0.558 -2.366
H -1.065 3.679 -0.565
H 0.820 0.810 -4.017
H -1.347 0.779 -5.216
H -2.348 1.143 -3.661
H -1.420 -2.748 -3.136
H -3.545 -1.642 -1.188
H -3.480 -3.254 -2.161
H -4.517 -1.680 -4.352
H -5.660 -2.127 -2.878
H -4.936 0.691 -3.945
H -3.911 0.456 -2.306
H -5.704 0.616 -0.818
H -6.921 -0.438 -1.817
H -0.830 -1.806 -0.921
H -1.639 -0.121 -1.168
H 0.549 -1.379 -2.967
H 0.984 -0.295 -1.681
C 1.087 -2.236 4.414
C -0.019 -1.251 4.760
C -1.225 -1.341 3.822
C -0.939 -1.011 2.352
C -0.344 0.376 2.097
C -1.266 1.511 2.515
H 1.502 -2.047 3.420
H 1.906 -2.152 5.136
H 0.716 -3.266 4.444
H 0.386 -0.233 4.768
H -0.358 -1.455 5.783
H -2.012 -0.678 4.198
H -1.639 -2.357 3.873
H -1.877 -1.104 1.789
H -0.263 -1.765 1.934
H -0.140 0.473 1.024
H 0.621 0.482 2.601
H -2.222 1.453 1.986
H -0.806 2.476 2.276
H -1.463 1.497 3.591
C 2.204 9.035 -1.864
C 3.206 7.974 -1.435
C 2.797 6.556 -1.841
C 1.492 6.045 -1.218
C 1.456 6.043 0.312
C 2.498 5.129 0.938
H 1.230 8.887 -1.389
H 2.563 10.029 -1.579
H 2.064 9.024 -2.950
H 3.363 8.033 -0.352
H 4.173 8.203 -1.899
H 3.614 5.871 -1.590
H 2.697 6.515 -2.934
H 1.315 5.024 -1.578
H 0.653 6.644 -1.588
H 0.463 5.708 0.635
H 1.575 7.058 0.704
H 2.367 4.098 0.597
H 2.401 5.139 2.028
H 3.515 5.449 0.693
C 1.449 -5.027 0.534
C 1.605 -6.189 1.502
C 2.529 -5.875 2.681
C 3.983 -5.560 2.309
C 4.708 -6.654 1.521
C 4.841 -7.960 2.288
H 2.401 -4.758 0.067
H 0.753 -5.296 -0.268
H 1.051 -4.144 1.045
H 1.960 -7.073 0.961
H 0.615 -6.448 1.896
H 2.506 -6.719 3.379
H 2.121 -5.018 3.233
H 4.540 -5.361 3.234
H 4.019 -4.629 1.732
H 5.714 -6.294 1.273
H 4.208 -6.838 0.565
H 5.382 -7.808 3.227
H 5.398 -8.691 1.692
H 3.864 -8.396 2.517
*
```


(6)
The following is a quantum chemistry calculation of 2 unconnected molecules or ions with the total composition C4H14N2O2 in a non-equilibrium geometry, from the Open Molecules 2025 dataset.

As for the SMILES: C[C@@H](O)CNCN.O. The LUMO energy comes out at 0.6 eV. The value obtained for the gap between HOMO and LUMO is 9.94 eV.

ORCA input file:
```
! wB97M-V def2-TZVPD RIJCOSX def2/J DEFGRID3
* xyz 0 1
C -0.452 0.293 0.090
C -1.460 0.407 -1.059
C -1.480 1.780 -1.632
O -1.145 -0.504 -2.092
N -0.086 -1.107 0.326
C 0.993 -1.220 1.278
N 1.041 -2.591 1.759
H 0.480 0.745 -0.280
H -0.708 0.835 1.005
H -2.425 0.110 -0.626
H -0.538 2.171 -2.038
H -1.792 2.544 -0.910
H -2.088 1.936 -2.530
H -0.365 -1.006 -1.895
H -0.875 -1.611 0.722
H 1.921 -0.873 0.796
H 0.942 -0.538 2.147
H 1.984 -2.771 2.049
H 0.804 -3.270 1.049
H 2.858 2.118 1.102
H 1.501 2.101 1.694
O 1.983 2.506 0.948
*
```


(7)
The following is a quantum chemistry calculation of a gas-phase ion, C6H10N3O2S (charge +1) in a non-equilibrium geometry, from the Open Molecules 2025 dataset.

As for the SMILES: C#CC[NH2+]N1[C@H](SC)[C@@H]1[N+](=O)[O-]. The LUMO energy comes out at -3.8 eV. The value obtained for the gap between HOMO and LUMO is 9.22 eV.

ORCA input file:
```
! wB97M-V def2-TZVPD RIJCOSX def2/J DEFGRID3
* xyz 1 1
C -0.564 -2.294 3.453
C -0.858 -1.335 2.819
C 0.071 -0.549 -0.564
C 1.473 0.001 -0.777
C 0.992 1.395 -3.232
C -1.193 -0.051 2.137
N 0.112 0.708 0.183
N -1.055 -0.564 -1.521
N 0.052 0.610 1.542
O -0.729 -0.427 -2.680
O -2.171 -0.543 -0.970
S 2.147 1.021 -1.954
H -0.489 -3.230 4.138
H -0.107 -1.486 0.005
H 2.239 -0.264 -0.039
H 1.400 2.297 -3.580
H 0.034 1.805 -2.892
H 0.918 0.640 -4.064
H -1.582 0.679 2.918
H -1.844 -0.151 1.306
H 0.244 1.636 1.967
H 0.909 0.100 1.805
*
```


(8)
The following is a quantum chemistry calculation of a molecular structure, C14H23N2OsP in a non-equilibrium geometry, from the Open Molecules 2025 dataset.

The LUMO energy (spin up / spin down) comes out at -7.4 / -9.8 eV. The value obtained for the gap between HOMO and LUMO (spin up / spin down) is 7.71 / 6.16 eV.

ORCA input file:
```
! wB97M-V def2-TZVPD RIJCOSX def2/J DEFGRID3
* xyz 2 5
C -2.839 0.148 -3.605
C -2.472 -1.029 -2.951
C -1.529 -1.059 -1.921
C -1.006 0.226 -1.503
C -1.236 1.366 -2.306
C -2.197 1.344 -3.315
C -1.388 -2.420 -1.240
C -0.205 -3.446 -1.456
N 1.119 -2.986 -1.803
Os -0.699 1.189 0.268
C -0.584 2.681 -1.987
P 0.876 2.294 -0.881
H -2.971 -1.974 -3.206
H -2.428 2.293 -3.809
H -3.628 0.121 -4.352
H -1.233 3.402 -1.463
H -0.119 3.175 -2.848
H -1.486 -2.314 -0.149
H -2.262 -3.006 -1.581
H -0.071 -3.959 -0.483
C 1.306 3.891 -0.111
C 2.136 2.112 -2.181
H -0.485 -4.201 -2.214
C 1.330 -2.467 -3.129
C 1.738 -2.213 -0.744
H 0.383 1.719 1.544
H 1.985 -3.165 -3.672
H 0.406 -2.400 -3.714
H 1.841 -1.490 -3.109
H 2.779 -1.990 -1.008
H 1.209 -1.251 -0.526
H 1.774 -2.806 0.176
H 2.252 3.080 -2.698
H 3.100 1.826 -1.741
H 1.834 1.355 -2.917
H 1.415 4.665 -0.884
H 0.508 4.155 0.597
H 2.257 3.757 0.428
H 0.742 1.043 1.293
N -1.177 -1.309 2.016
C -0.972 -0.357 1.362
*
```


(9)
The following is a quantum chemistry calculation of a molecular structure, C18H52N2O9 in a non-equilibrium geometry, from the Open Molecules 2025 dataset.

The LUMO energy comes out at -0.8 eV. The value obtained for the gap between HOMO and LUMO is 6.63 eV.

ORCA input file:
```
! wB97M-V def2-TZVPD RIJCOSX def2/J DEFGRID3
* xyz 0 1
O 2.118 -1.717 -0.580
H 2.776 -2.256 -0.143
H 1.420 -1.617 0.069
O 1.029 -2.366 -2.031
H 1.445 -2.004 -1.248
H 0.244 -2.805 -1.704
O 0.035 0.571 1.318
H -0.295 0.401 2.200
H 0.987 0.512 1.403
O 1.980 0.858 -2.131
H 1.928 1.708 -2.567
H 1.654 1.022 -1.246
O 0.822 0.595 -0.706
H 0.192 0.889 -0.048
H 0.946 -0.335 -0.519
O -2.116 0.481 1.107
H -2.253 0.810 0.218
H -1.196 0.666 1.292
O 0.504 -1.475 0.810
H 0.451 -2.036 1.584
H 0.111 -0.647 1.087
C -1.082 -0.685 -1.351
C -1.566 -2.106 -1.640
C -1.319 -2.424 -3.141
C -1.187 -3.962 -3.448
C -0.311 -4.638 -2.425
C -0.605 -4.441 -0.953
N -0.767 -2.976 -0.730
O -1.025 -2.713 0.637
C -1.888 -5.277 -0.635
C 0.691 -4.904 -0.270
C -3.081 -2.275 -1.481
H -1.607 0.066 -1.942
H 0.003 -0.622 -1.433
H -1.427 -0.456 -0.343
H -2.082 -1.972 -3.774
H -0.364 -1.945 -3.355
H -0.854 -4.091 -4.477
H -2.148 -4.463 -3.565
H 0.696 -4.340 -2.718
H -0.296 -5.703 -2.654
H -1.947 -5.817 0.310
H -2.666 -4.516 -0.574
H -2.318 -5.940 -1.386
H 1.587 -4.345 -0.537
H 0.646 -4.903 0.819
H 0.875 -5.931 -0.588
H -3.455 -3.193 -1.934
H -3.661 -1.470 -1.934
H -3.318 -2.191 -0.420
H -0.278 -2.162 0.882
C -0.532 2.473 3.063
C 0.572 3.583 2.866
C 1.941 2.909 2.672
C 2.217 2.279 1.335
C 2.068 3.305 0.225
C 0.652 4.025 0.254
N 0.405 4.480 1.667
O -0.624 5.436 1.863
C 0.715 5.231 -0.685
C -0.462 3.083 -0.279
C 0.677 4.470 4.189
H -1.496 2.981 3.048
H -0.641 1.691 2.311
H -0.417 2.011 4.043
H 2.875 3.433 2.874
H 2.007 2.176 3.476
H 3.167 1.746 1.347
H 1.448 1.506 1.316
H 2.330 2.838 -0.725
H 2.837 4.065 0.364
H -0.198 5.827 -0.695
H 1.069 4.847 -1.641
H 1.531 5.855 -0.321
H -0.517 2.117 0.223
H -0.318 2.779 -1.316
H -1.467 3.503 -0.273
H 1.536 5.139 4.240
H -0.119 5.185 4.397
H 0.853 3.908 5.106
H -0.138 6.259 1.951
*
```